Record 1
Computed, not measured: a structure of composition C13H26Cl2O2RuSi, with ωB97M-V/def2-TZVPD.

Positions of all 45 atoms, in Å:
C 2.6567 -0.0230 -2.7560
C -0.9482 -0.6117 -1.9370
H -1.9629 2.6638 -1.8891
H -2.4725 1.7272 -3.3168
Cl 2.8726 2.2853 0.0709
C -0.9550 0.7842 -2.1024
H 1.8027 -2.6230 -1.5870
C -1.5648 0.7329 4.2014
C 1.2395 0.0209 -2.3429
C -2.1592 1.6466 -2.2592
H 0.9796 -1.3669 5.2665
H -1.3290 0.9922 5.2377
H -2.5151 -1.7716 -2.7916
C 0.6303 -1.7321 4.2914
H 0.0072 -2.6195 4.4510
H 1.3805 1.2174 4.3142
H 3.0295 -1.0515 -2.7258
C 0.7815 -2.5070 -1.9475
H 0.9174 1.7852 2.7014
C 0.8287 2.5661 -2.7968
H 3.2554 0.5675 -2.0493
H 1.0242 2.5664 -3.8803
H -2.5296 0.2168 4.1538
H -3.0061 1.2365 -1.6879
H 1.5141 -2.0704 3.7318
C 0.3944 1.2171 -2.3671
H -0.7952 -0.2109 1.3380
H 0.1309 -3.0762 -1.2763
H -1.9520 -2.3816 -1.2283
H -2.9827 -0.9434 -1.3008
Si -0.2463 -0.3342 3.3922
C 0.3737 -1.0895 -2.0187
Ru 1.2893 0.7912 -0.3722
O -0.3169 1.2382 0.7164
C 1.1821 0.8952 3.2828
H 2.7819 0.3999 -3.7599
H 0.0557 3.3192 -2.5787
Cl 2.2258 -1.0588 0.6335
H 1.7512 2.8680 -2.2805
H 2.1021 0.4734 2.8703
H -0.6589 2.1207 0.4729
H 0.7168 -2.9762 -2.9352
O -0.9629 -0.9257 2.0318
H -1.6561 1.6581 3.6134
C -2.1589 -1.4680 -1.7977

The LUMO energy (alpha / beta) is 5.520 / 5.506 eV. Its total charge is -2. The maximum force comes out at 3.5 eV/A. As for the highest occupied orbital energy (alpha / beta): 1.16 / 0.40 eV. The total energy is -53504.29802 eV. As for the spin multiplicity: 5.

=====

Record 2
Computed, not measured: a cluster of 5 separate species, C22H50Cl2O20P4S in total, with ωB97M-V/def2-TZVPD.

Positions of all 99 atoms, in Å:
P -1.9783 1.5986 -3.6479
O -3.0380 0.4014 -3.9613
O -3.1578 2.7997 -3.8437
H 0.2868 -2.4806 -3.4799
P -2.3534 7.4956 -1.9008
H 3.6280 -1.9102 -4.1562
O 3.2244 -1.5348 0.1627
H -5.1261 1.9453 4.6568
H 0.5173 -4.2311 -1.3567
C -0.9057 -3.8500 5.0082
H -3.2053 10.6701 -0.5063
H -4.9543 0.1967 8.0059
H -2.6904 9.2764 0.4598
H -5.9617 3.2187 5.5680
C -4.1001 0.1858 -3.0242
H 3.7700 -3.2197 7.3005
C -3.2345 7.3258 -4.3663
O -4.3545 2.4287 6.5360
H -0.1030 -0.1379 7.7056
H -5.2311 -1.3126 7.1146
O -2.4277 1.8351 5.2116
C 2.3259 -3.1241 -2.8929
O 4.0955 -0.3098 -1.6157
O -2.5377 6.7892 -0.5888
C 0.1432 -5.0229 -2.0045
O -1.2367 2.0148 -4.8988
C -4.9857 2.8022 5.3156
O -1.9424 0.1599 6.8399
O 2.1606 -1.9131 -2.0838
O -1.2270 6.4585 -2.5889
H -1.6910 -4.0949 4.2947
H -3.0008 6.3796 -4.8565
H -6.1233 0.1548 6.6695
Cl 6.8633 -3.8290 -5.2154
H -0.8937 4.5408 -3.1962
C 5.4066 -4.6953 -3.1080
H -1.2069 -2.9665 5.5710
H 0.4103 -6.0811 -2.0266
O -0.7838 0.4716 -3.2456
C -1.4523 5.0636 -2.4173
O 2.6595 -1.9977 6.0616
H -0.1419 1.1438 6.4834
H 1.0809 0.1949 -2.4238
H 2.6312 -1.7017 2.1376
C 1.0557 -3.2202 -3.7665
Cl 4.8735 -5.9790 -1.9996
H 4.5994 -1.7997 6.6400
C -5.1662 -0.2298 7.0240
P 1.5780 -2.9322 5.1582
P -3.1165 1.2984 6.4326
H -3.7952 2.0683 -5.6905
O -3.2316 8.8804 -1.5093
C 6.8280 -6.4581 -4.1586
H 4.4671 -3.6947 -0.7905
H -0.8530 1.4182 8.0965
C -3.6574 3.0089 -5.1573
C 3.8964 -2.6027 6.4119
H 0.6257 -5.4728 -4.2166
C -0.6917 0.6866 7.3055
H 4.2968 -3.2015 5.5938
C 0.3604 -4.6485 -3.5192
H 7.4053 -6.5908 -5.0900
H -2.3994 8.0142 -4.5077
O -4.1502 0.0916 6.0685
C 3.6076 -2.9559 -3.7928
C 4.7878 -2.8657 -1.4419
H -4.6240 3.5075 -5.0631
H 1.0083 1.4492 -3.6696
C 4.8964 -3.2547 -2.9646
H 6.0176 -7.2053 -4.1939
H 5.6838 -2.5827 -3.3403
H 2.0127 -0.8488 3.5665
H 5.7621 -2.5090 -1.0786
C 0.4789 1.0092 -2.8254
C 2.7285 -1.5952 3.2155
H -1.6048 9.9620 -0.7788
H 0.3328 1.7576 -2.0470
H 7.4708 -6.6288 -3.2752
S 3.5207 -1.5717 -1.2452
H 1.2586 -3.2169 -4.8497
O 1.8083 -4.1965 5.9505
C -2.6410 9.7391 -0.5253
C 6.2784 -5.0256 -4.0449
O 2.5106 -2.8779 3.8301
H -0.7686 -4.6928 5.6850
H -2.9813 3.6583 -5.7127
H -4.3980 3.5686 4.8129
H 3.7389 -1.2569 3.4497
H -4.1260 7.7517 -4.8237
H -4.2054 -0.8842 -2.8553
O -0.9389 -4.6178 -2.9395
O -3.5004 7.0814 -2.9819
H -2.5071 4.8118 -2.5123
O 0.2991 -3.5990 4.2751
H 2.5231 -4.0103 -2.2638
H -1.0745 4.7439 -1.4448
H 3.5007 -3.6713 -4.6238
H -5.0294 0.5725 -3.4442
H -3.9099 0.6789 -2.0693

The LUMO energy is -2.221 eV. Its total charge is 0. The maximum force comes out at 9.1 eV/A. As for the highest occupied orbital energy: -9.28 eV. As for the SMILES: C/C(Cl)=C(\Cl)[C@H]1C[C@H](C[C@H]2CO2)OS(=O)(=O)C1.COP(=O)(OC)OC.COP(=O)(OC)OC.COP(=O)(OC)OC.COP(=O)(OC)OC. The total energy is -137600.06922 eV.

=====

Record 3
Computed, not measured: an isolated molecule of C4H8N2O, with ωB97M-V/def2-TZVPD.

Positions of all 15 atoms, in Å:
H -0.4581 -0.9839 1.3073
C 1.5790 -0.0730 -0.7593
C 0.3621 -1.0106 -0.7110
N -1.9249 -0.2328 -0.0718
O 1.2451 1.0949 0.0041
H 0.0359 2.6846 1.3786
H -2.4544 -1.0904 0.0511
H 0.6649 -2.0367 -0.4870
C 0.0553 0.9542 0.6277
H 1.8198 0.2525 -1.7738
N -0.5144 1.8290 1.3381
C -0.5482 -0.4124 0.3690
H -0.1787 -1.0017 -1.6599
H -2.3459 0.4765 0.5238
H 2.4768 -0.5178 -0.3213

The LUMO energy is 0.964 eV. Its total charge is 0. The maximum force comes out at 0.4 eV/A. As for the highest occupied orbital energy: -9.62 eV. As for the SMILES: [H]/N=C1\OCC[C@@H]1N. The total energy is -9305.21633 eV.

=====

Record 4
Computed, not measured: a cluster of 3 separate species, C51H51FN5O10PS3 in total, with ωB97M-V/def2-TZVPD.

Positions of all 122 atoms, in Å:
C 6.1181 -2.5097 1.7333
H 1.1319 1.9125 1.1136
O 5.8273 -5.0975 4.2254
C -4.9702 2.0716 6.6019
C 0.3465 1.7677 -5.0069
H -1.7879 2.0212 -5.1707
H -6.1564 1.8870 -2.4959
C -1.6773 -3.3894 0.2876
H 10.6165 -5.6614 4.6235
H 3.3431 -0.9464 0.5887
O -1.4688 -1.1755 -0.7056
H -0.2840 -2.9540 -2.1586
H 3.4007 -6.1373 -4.6301
C 3.8664 -5.3325 -4.0666
H -0.3801 3.4294 -3.8657
O -4.6232 4.2199 7.4944
H -1.9655 0.5723 -6.9804
N -2.4454 1.4037 -1.8743
H 1.0587 3.7565 1.5324
H -5.7616 -1.6950 6.9067
H -1.3401 1.8710 -7.9606
H 1.8297 4.0807 -1.6341
C -5.1324 1.4949 7.8556
H -0.8775 3.1578 -6.1605
C 3.9545 -1.6404 1.1533
H -1.4307 3.0839 0.6471
C 5.1925 -4.9807 -4.0113
C 0.6538 2.8973 0.9838
H 2.2773 -2.5580 2.1337
O -3.9599 0.7405 -4.9892
H 5.7954 -0.9267 0.3202
N 3.1680 -4.4858 -3.2350
H 3.6687 -4.1206 3.4424
C 8.6214 -5.0702 4.1193
H 3.9883 -2.7910 -2.0440
C 4.1070 -3.6293 -2.7290
C -4.4612 3.9142 2.7452
P -4.6839 1.8420 -4.0171
H -0.1766 0.6342 -7.3731
H -4.3557 6.1324 5.9056
C -4.6225 3.3384 4.0010
C -0.0844 -1.1781 -3.4430
H 1.2874 3.0323 -3.6132
H -2.7570 -3.3116 0.4938
H -5.0448 2.1032 8.7460
H 0.8713 -0.9175 -2.9627
C -3.1107 1.3370 -0.5632
H -5.5417 -0.3042 8.9417
H 11.6708 -4.1688 2.9543
O -2.4040 5.8787 -1.4262
C 4.1352 -3.4218 2.7607
H -1.5624 -3.9074 -0.6767
H -4.4897 3.2945 1.8584
N 5.2987 -3.8967 -3.1516
C 9.8075 -3.3779 2.2572
C 10.5932 -4.1915 3.0565
S 0.7066 -3.7243 -4.1649
C -0.9314 2.1006 -5.8537
S 1.2332 -5.0544 -1.5270
C -0.5947 -0.0183 -0.8628
C -5.5313 -0.6407 6.8201
C -1.0752 1.2089 -7.1200
O -5.7051 1.1436 -2.9265
H -1.5040 0.3009 -4.1668
C -1.0644 0.8796 -2.0366
C 10.0001 -5.0329 3.9931
C -0.4503 3.0311 0.1428
C -5.3538 -0.0739 5.5689
C -4.5715 4.1370 5.1445
C -5.4115 0.1423 7.9641
H 0.1457 -1.1522 -4.5247
C -0.4561 -2.6725 -3.2039
C -5.0670 1.2812 5.4548
H 0.5453 0.6924 -4.9585
H 5.9907 -5.4793 -4.5490
H -2.1472 -0.7596 -2.9594
C 8.4243 -3.4017 2.3899
N -1.8521 3.6648 -1.7744
H 8.1625 -5.7275 4.8460
H -5.1825 0.5615 -0.4340
C 0.2933 2.5675 -3.6836
H -4.0454 -0.4716 -1.2681
H -5.4422 -0.6850 4.6804
C -0.4832 3.2297 -1.4077
C -4.1591 0.1751 -0.3807
H -1.2276 -4.0202 1.0600
H -4.0961 7.1485 3.6743
C 7.5943 -2.4971 1.5495
F 1.2423 1.6635 -1.7280
C -2.6114 2.7454 -2.3506
O 8.1107 -1.7603 0.7352
C 5.3315 -1.6268 1.0029
H -3.6667 3.9453 -3.5779
C 5.5189 -3.4006 2.6260
O -1.9199 5.3193 -3.4793
C -4.8612 1.8750 4.1078
C 3.3553 -2.5445 2.0258
C -1.0169 -2.0086 0.2580
H 0.4168 -0.4111 -0.9890
H -1.5010 -2.8459 -3.4881
H 1.1565 2.1701 -5.6440
C -4.2375 6.0794 3.7672
C 6.3478 -4.3197 3.4518
O -4.8905 1.1815 3.1096
C -2.0394 5.0484 -2.2704
C -4.3842 5.5090 5.0218
C -1.2462 -0.1698 -3.2102
C -0.0126 1.9824 -2.2890
H -3.8020 -0.0915 -4.4981
C 7.8280 -4.2597 3.3159
C -4.7116 3.5342 6.4971
C 1.7854 -4.4545 -2.9277
H -2.4964 1.3363 0.3462
H -3.9542 -0.4129 0.5191
N -3.5417 2.9797 -3.2565
O -0.1420 -1.7469 1.0481
H 10.2702 -2.7209 1.5327
H -0.6263 0.4826 0.1133
H -3.7342 2.2457 -0.4678
S 0.6283 4.7168 -1.6020
H -4.1457 5.7271 1.6482
C -4.2685 5.2808 2.6277

The LUMO energy is -1.337 eV. Its total charge is 0. The maximum force comes out at 5.6 eV/A. As for the highest occupied orbital energy: -7.78 eV. The total energy is -126146.92639 eV.

=====

Record 5
Computed, not measured: a structure of composition C4H5Cl3S, with ωB97M-V/def2-TZVPD.

Positions of all 13 atoms, in Å:
C -0.1206 -0.8238 -0.2828
Cl -1.7521 0.5229 1.2056
Cl -2.6864 -1.4841 -0.9523
C 0.6987 1.9032 -0.4014
H 0.7583 -1.8013 1.1875
C 0.9284 -1.3283 0.2803
S 0.0142 0.6115 -1.4506
H 2.0444 1.9655 -0.4404
H 0.2253 1.6609 0.7347
Cl 2.6070 -1.3083 0.0344
H -1.4306 -1.7170 0.9806
C -1.4280 -1.0000 0.2441
H 0.1415 2.7987 -1.1397

The LUMO energy is 0.385 eV. Its total charge is 0. The maximum force comes out at 5.1 eV/A. As for the highest occupied orbital energy: -8.93 eV. The total energy is -52628.35453 eV.

=====

Record 6
Computed, not measured: a structure of composition C38H47Cl3GeN5O4S2Se2Te2Ti, with ωB97M-V/def2-TZVPD.

Positions of all 105 atoms, in Å:
C 9.0833 9.7272 15.0052
H 12.0442 19.5153 8.6510
H 6.8475 17.1758 12.5307
C 6.6205 13.5823 12.1863
H 10.7599 16.5591 7.8836
C 5.7630 11.3477 11.5741
O 8.1482 11.8070 11.7346
H 11.1472 7.8107 12.9258
C 14.6025 18.2464 10.2468
Cl 7.3921 17.7920 9.9339
N 10.6999 15.1992 9.4624
H 7.7046 13.5304 9.8156
Cl 14.4184 19.9897 6.6516
H 9.1889 16.3655 8.6623
H 8.0984 9.3316 14.7757
C 10.2551 16.4516 8.8641
H 10.0330 9.1292 7.2027
H 7.7364 7.9577 8.1905
O 9.2696 10.1279 10.2566
C 11.6591 13.2545 9.6547
H 7.4917 14.2595 12.1496
H 9.4528 7.3886 10.4707
H 9.4235 7.3994 13.1224
C 16.3390 12.4279 7.1587
H 10.9762 8.2107 9.9725
H 4.8507 11.9486 11.5070
H 10.6979 16.5719 14.2632
H 12.3441 12.4245 9.6362
C 10.6863 17.1457 12.1535
H 9.8916 7.1725 8.8557
C 15.8681 8.4164 8.9262
H 7.1613 8.6013 9.7437
C 9.9531 7.9596 9.6705
H 5.7701 10.4811 10.9105
C 15.9071 18.4953 10.2486
H 5.8448 11.0283 12.6493
H 7.2044 11.9260 9.2087
S 16.3598 19.4775 8.8106
C 7.7359 8.8364 8.8226
C 9.1708 9.2128 9.1894
N 16.3419 11.0491 7.4039
N 13.9864 9.4417 9.7373
C 16.7987 14.6141 6.3470
C 6.8782 12.3292 11.3641
C 7.9397 17.2387 12.4556
Te 11.6464 13.8078 15.4107
C 8.7253 16.9196 13.5583
H 16.9390 10.3934 6.9710
C 9.8771 9.8361 7.9743
H 8.9786 10.8294 15.0353
H 10.4448 7.2413 14.5145
C 11.4756 9.7470 14.8016
N 14.8760 11.9682 8.8293
H 7.2048 9.7012 8.4044
C 12.5079 18.5544 8.7470
C 9.9196 17.5741 11.0755
S 15.1686 7.2319 9.8590
C 10.1594 14.5215 10.4327
H 15.5008 16.1894 7.1436
H 9.3594 14.8654 11.0435
H 5.7670 14.1734 11.9188
H 12.2190 14.6608 8.0193
H 17.2679 15.3152 5.7162
C 15.8287 15.1120 7.2035
O 11.8765 17.8949 9.8201
C 10.1982 9.3101 14.0586
H 10.8640 10.1936 8.2799
H 12.4150 18.0766 7.7656
H 13.0565 7.9220 10.9219
H 9.9828 18.4911 9.1396
H 11.4728 10.7551 15.2457
H 6.5487 13.3165 13.1971
C 10.3297 7.8476 13.6279
H 12.3592 9.5162 14.1794
C 11.6529 14.3899 8.8664
C 15.0847 14.3133 8.0224
Te 13.2865 13.9099 13.2320
H 17.6912 12.9318 5.5078
O 10.0032 10.1744 12.8023
H 11.7415 17.1865 12.0050
H 16.6512 18.3458 10.9785
H 14.3095 14.7036 8.6746
H 6.0002 13.2242 9.5764
N 10.7235 13.3545 10.5828
Ge 8.3770 9.7318 11.7933
C 13.8706 8.2405 10.2508
Se 12.6637 11.5950 12.5712
H 14.1556 17.7524 11.1110
C 14.7811 19.3483 8.2239
C 13.9394 18.7360 9.0988
C 10.4906 17.7192 9.7164
C 16.9997 13.2750 6.2757
H 11.4869 8.9630 15.6250
Ti 10.2447 12.0041 12.2573
C 15.3851 12.9526 8.0227
C 6.9403 12.7431 9.8827
Cl 7.9878 16.4862 15.0536
H 9.3324 10.7656 7.6027
Se 9.4857 13.3509 14.0868
H 16.8896 8.2736 8.5468
H 9.3425 9.3865 16.0109
C 8.5280 17.5880 11.2564
C 15.1071 9.5428 8.9799
C 10.1149 16.8448 13.3986
C 15.4304 10.8696 8.4258

The LUMO energy is -3.981 eV. Its total charge is +1. The maximum force comes out at 3.1 eV/A. As for the highest occupied orbital energy: -10.24 eV. The total energy is -339956.10058 eV.